DFT (wB97M-V/def2-TZVPD) results for a structure of composition C7H5HgLiO3 in a non-equilibrium geometry.

Calculated values
Relative energy (zero: lowest compared OMol25 entry of this formula, charge and spin) in kcal/mol: 28.64
Lowest unoccupied orbital energy (spin up / spin down) in eV: 0.63 / 0.58
HOMO-LUMO gap (spin up / spin down) in eV: 2.80 / 2.69
Molar mass in g mol⁻¹: 344.6
Net charge: -1
Spin multiplicity: 2
DFT total energy in hartree: -656.2252
HOMO energy (spin up / spin down) in eV: -2.18 / -2.12

Last column: Löwdin spin population.
Element x y z (Å)
O  -3.97789  -1.58395  3.02989  0.005
C  -2.86928  -1.29388  2.55779  0.004
C  -1.72483  -1.02974  2.16064  0.003
C  -0.35745  -0.74897  1.83866  0.023
C  0.07818  -0.20611  0.67165  0.016
O  1.36372  0.01710  0.38113  0.143
Li  2.12471  1.29227  -0.55719  0.024
H  0.41088  -0.94491  2.60585  0.018
H  -0.65873  0.04868  -0.10726  0.006
C  5.59619  -3.52066  -2.88019  -0.002
C  4.78799  -3.16654  -1.87384  0.038
C  4.27963  -4.18326  -0.89051  0.139
O  3.61705  -3.65412  0.04981  0.281
Hg  2.46297  -1.82325  0.79788  0.302
H  5.78798  -4.58037  -3.07364  0.003
H  6.00143  -2.79864  -3.59205  0.000
H  4.40997  -2.13125  -1.80538  -0.001